Entry 1:
Here is C12H9Cl3F6N4O6PdS2 as an isolated structure from OMol25. Energies are from ωB97M-V/def2-TZVPD.

HOMO energy (spin up / spin down) = -8.4 / -8.4 eV
HOMO-LUMO gap (spin up / spin down) = 0.2431 / 0.2441 Ha

Structure (ORCA input):
```
! RIJCOSX wB97M-V def2-TZVPD def2/J DEFGRID3
* xyz 0 1
Pd 0.2821 -0.2704 0.6922
Cl -4.6100 4.1016 -1.7853
C -3.3589 2.8950 -1.6558
C -2.2273 3.1631 -0.9084
C -1.2512 2.1867 -0.8447
Cl 0.1970 2.4780 0.0760
C -1.3565 0.9279 -1.4543
O -0.4199 0.0044 -1.3297
C -2.5244 0.7249 -2.2063
Cl -2.7122 -0.7758 -3.0620
C -3.5104 1.6863 -2.3161
H -2.1029 4.1044 -0.3944
H -4.3902 1.4889 -2.9110
C 4.9261 -0.2472 -2.2228
N 4.0460 -0.2561 -1.0770
C 4.4648 -0.3709 0.3047
C 3.1404 -0.2429 1.0421
O 2.9875 -0.2250 2.2319
N 2.1337 -0.1536 0.0836
C 2.7082 -0.1496 -1.1359
N 2.0339 -0.0400 -2.2596
H 5.9291 0.0046 -1.8860
H 4.6187 0.5198 -2.9349
H 4.9630 -1.2182 -2.7223
H 5.1525 0.4215 0.6009
H 4.9128 -1.3420 0.5261
H 1.0010 -0.0011 -2.1697
H 2.4924 -0.1928 -3.1390
F -2.9002 -3.4950 0.6551
C -1.6126 -3.2560 0.4621
F -0.9635 -4.4115 0.3247
F -1.4613 -2.5465 -0.6336
S -0.9214 -2.4512 1.9829
O 0.5263 -2.3242 1.7812
O -1.4328 -3.2187 3.0608
N -1.5092 -0.9228 1.7906
S -1.4385 0.0236 3.1757
O -0.6492 1.1670 2.8482
O -1.1890 -0.7317 4.3569
C -3.1817 0.6174 3.2408
F -4.0091 -0.3732 3.5493
F -3.2417 1.5559 4.1879
F -3.5415 1.1455 2.0749
*
```

Entry 2:
Here is an isolated molecule of C3H10OP2 from OMol25. Energies are from ωB97M-V/def2-TZVPD.

SMILES = COP=[PH](C)C
HOMO energy = -7.0 eV
HOMO-LUMO gap = 0.2660 Ha

Structure (ORCA input):
```
! RIJCOSX wB97M-V def2-TZVPD def2/J DEFGRID3
* xyz 0 1
C 0.4762 0.5765 3.0466
O -0.3348 -0.2581 2.2512
P 0.3275 -1.2209 1.1110
P 0.3050 0.0282 -0.7243
C -1.3981 0.7611 -1.0732
C 0.5697 -1.2659 -1.9890
H -0.0642 0.7054 4.0042
H 0.6965 1.5027 2.5819
H 1.4303 0.1772 3.1437
H 0.9061 0.9196 -1.7387
H -2.1747 0.1771 -1.7037
H -1.0466 1.6109 -1.6790
H -1.8362 1.0601 -0.1379
H 1.5901 -1.4955 -2.2952
H 0.1978 -0.9578 -2.9738
H 0.3553 -2.3207 -1.8237
*
```

Entry 3:
Here is an isolated molecule of C3H6NP from OMol25. Energies are from ωB97M-V/def2-TZVPD.

SMILES = C=CNP=C
HOMO energy = -8.2 eV
HOMO-LUMO gap = 0.3145 Ha

Structure (ORCA input):
```
! RIJCOSX wB97M-V def2-TZVPD def2/J DEFGRID3
* xyz 0 1
C 0.6059 0.6561 -0.6589
C 0.6980 0.6552 0.6622
N -0.3792 0.6436 1.4612
P -1.8552 -0.1554 1.0449
C -1.4102 -1.2489 -0.1206
H 1.5430 0.8838 -1.3118
H -0.2693 0.5129 -1.2883
H 1.6238 0.9286 0.9903
H -0.0464 0.8184 2.3640
H -0.3880 -1.1424 -0.5916
H -2.2319 -1.9295 -0.3942
*
```

Entry 4:
Here is C23H39Si as an isolated structure from OMol25. Energies are from ωB97M-V/def2-TZVPD.

HOMO energy = -11.2 eV
HOMO-LUMO gap = 0.2122 Ha

Structure (ORCA input):
```
! RIJCOSX wB97M-V def2-TZVPD def2/J DEFGRID3
* xyz 1 1
C -0.6042 -5.6632 -1.4606
C -1.8820 -4.8438 -1.6381
C -1.7791 -3.4757 -0.9622
C -3.0347 -2.6444 -1.1507
C -2.9480 -1.2802 -0.4503
C -1.8559 -0.3549 -1.0619
Si -2.3048 1.0864 0.1295
C -1.4404 0.9311 1.8199
C -0.1046 0.1784 1.9849
C 0.1311 -0.1039 3.4867
C 1.3835 -0.9117 3.7344
C 1.6137 -1.2083 5.2281
C 2.9058 -2.0094 5.4455
H 0.4431 2.2813 -0.9847
H -0.7067 -6.6271 -1.9731
H 0.2598 -5.1299 -1.8791
H -0.4170 -5.8493 -0.3954
H -2.0893 -4.6988 -2.7066
H -2.7420 -5.3871 -1.2197
H -1.5687 -3.6296 0.1075
H -0.9108 -2.9485 -1.3830
H -3.2126 -2.4869 -2.2214
H -3.9016 -3.1801 -0.7390
H -3.9309 -0.8036 -0.5812
H -2.7989 -1.4452 0.6316
H -0.8455 -0.8120 -1.0334
H -2.0696 -0.1448 -2.1301
H -3.0680 2.3274 -0.3392
H -1.3346 1.9100 2.3248
H -2.2275 0.3934 2.3978
H -0.1053 -0.7801 1.4363
H 0.7426 0.7756 1.5998
H 0.1758 0.8494 4.0354
H -0.7472 -0.6317 3.8859
H 1.3056 -1.8607 3.1827
H 2.2514 -0.3689 3.3280
H 1.6598 -0.2441 5.7666
H 0.7415 -1.7719 5.6075
H 3.0293 -2.1760 6.5227
H 2.8474 -2.9839 4.9383
H 3.7751 -1.4497 5.0700
C 0.5304 4.3916 -0.8681
C 1.0643 4.5890 0.5674
C 2.1868 3.5926 0.6664
C 2.2352 2.7563 -0.3931
C 1.0986 3.0415 -1.3377
C 1.0939 2.7525 -2.8205
C 2.0760 1.8891 -3.3156
C 1.9538 1.3785 -4.6141
C 0.8516 1.7062 -5.4142
C -0.1171 2.5855 -4.9148
C -0.0122 3.1187 -3.6213
H -0.5581 4.4065 -0.9538
H 0.9123 5.2112 -1.4790
H 1.3937 5.6215 0.7012
H 0.2792 4.4089 1.3117
H 2.8452 3.5750 1.5312
H 2.8948 1.9036 -0.5607
H 2.9213 1.6137 -2.6709
H 2.7314 0.7159 -4.9874
H 0.7342 1.2537 -6.4117
H -0.9659 2.8647 -5.5380
H -0.7853 3.7960 -3.2310
*
```

Repeat the second record exactly.
Here is an isolated molecule of C3H10OP2 from OMol25. Energies are from ωB97M-V/def2-TZVPD.

SMILES = COP=[PH](C)C
HOMO energy = -7.0 eV
HOMO-LUMO gap = 0.2660 Ha

Structure (ORCA input):
```
! RIJCOSX wB97M-V def2-TZVPD def2/J DEFGRID3
* xyz 0 1
C 0.4762 0.5765 3.0466
O -0.3348 -0.2581 2.2512
P 0.3275 -1.2209 1.1110
P 0.3050 0.0282 -0.7243
C -1.3981 0.7611 -1.0732
C 0.5697 -1.2659 -1.9890
H -0.0642 0.7054 4.0042
H 0.6965 1.5027 2.5819
H 1.4303 0.1772 3.1437
H 0.9061 0.9196 -1.7387
H -2.1747 0.1771 -1.7037
H -1.0466 1.6109 -1.6790
H -1.8362 1.0601 -0.1379
H 1.5901 -1.4955 -2.2952
H 0.1978 -0.9578 -2.9738
H 0.3553 -2.3207 -1.8237
*
```